# 1
ORCA calculation (ωB97M-V/def2-TZVPD) on C51H52AsF9N4O2PS6Sc as an isolated structure.

Each line ends with the Mulliken charge.
CARTESIAN COORDINATES (ANGSTROEM)
C: -1.98 3.68 -2.81  -0.742
C: 1.64 -6.76 1.26  -1.404
H: -3.52 5.69 -1.52  0.286
N: 1.50 -0.43 -1.55  1.699
C: 1.29 0.47 -2.51  -0.341
H: 2.68 -4.14 3.27  0.419
C: -4.10 3.92 -0.46  0.231
H: 1.91 1.28 -4.41  0.495
S: -0.82 -1.03 3.93  0.341
C: -1.36 -1.51 -4.68  -1.369
H: 0.13 -6.84 3.55  0.559
C: 0.14 -6.49 1.41  0.247
H: 1.39 -1.82 4.25  -0.138
H: -1.24 -5.88 2.96  0.495
H: 4.15 -2.04 -2.83  0.473
H: 2.66 -1.97 -0.87  -0.017
C: 0.91 4.79 -4.94  0.816
C: -1.20 3.99 -3.91  -1.076
H: 2.40 -5.82 3.75  0.604
F: -1.38 6.50 5.70  -0.286
H: -0.85 -3.48 2.21  0.538
C: -3.96 -3.46 -0.17  -1.037
C: 0.85 -0.94 4.58  -0.204
S: 3.56 2.23 0.00  -0.576
H: 0.65 -6.76 -3.82  0.303
H: -1.35 -5.14 0.60  -0.112
H: -0.66 1.31 4.21  0.006
C: -0.16 4.25 -1.35  -0.410
C: -2.00 4.43 1.22  0.466
C: -4.34 5.12 -1.13  -0.086
H: 1.01 -5.86 -5.29  0.386
C: -1.15 7.06 4.49  0.835
C: 0.63 4.56 -2.45  -0.754
H: -0.42 -7.41 1.17  0.281
H: -7.32 3.09 0.24  0.400
C: 3.13 -0.38 -3.79  -0.774
C: 0.10 4.44 -3.73  0.105
H: -1.95 6.22 0.02  0.210
H: 1.66 4.85 -2.31  0.432
N: -2.87 -1.37 -0.50  -0.196
H: -0.22 -5.75 -0.59  0.792
H: 1.94 -7.58 1.92  0.595
C: 0.22 -3.69 2.12  -0.862
As: 2.29 1.45 1.50  0.378
H: 0.37 -4.41 4.14  0.408
H: -2.27 -1.12 -4.21  0.082
H: 0.77 -2.77 2.35  -1.051
H: 2.40 -4.61 -0.37  0.615
H: -5.57 -3.87 -1.55  0.342
C: -0.16 -6.05 2.84  -1.608
C: -0.62 -2.38 -2.45  0.216
C: -4.68 -1.96 -1.88  -0.742
O: -1.89 -0.56 -0.10  1.103
H: 2.19 -5.91 -3.98  0.326
F: 2.21 5.00 -4.67  -0.291
C: -5.19 3.20 0.02  -0.424
F: -8.28 6.01 -2.14  -0.278
H: 2.55 -3.44 0.93  0.081
H: 3.50 -5.70 1.51  0.332
C: -1.59 6.65 2.08  -1.157
F: 0.86 3.83 -5.89  -0.268
H: 0.75 -0.92 5.67  0.535
H: -0.05 1.51 -1.43  -0.838
H: -2.98 3.29 -2.96  0.519
C: -8.09 5.41 -0.95  0.863
S: 0.17 1.70 0.85  -0.197
H: -0.70 -0.65 -4.81  0.099
H: -0.20 -3.83 -5.48  0.254
C: 2.52 -1.29 -1.69  -0.517
C: -0.29 -5.38 0.44  -0.694
H: -1.08 -1.49 -2.05  -0.401
C: 3.35 -1.31 -2.78  -0.984
H: 3.77 -0.35 -4.67  0.368
C: -1.84 3.92 2.50  -0.627
F: -9.04 4.47 -0.83  -0.285
C: -1.46 6.13 3.36  0.386
H: -1.60 -1.91 -5.66  0.444
F: 0.46 5.92 -5.54  -0.304
C: -4.81 -3.16 -1.24  -0.693
S: 2.45 2.24 3.47  -0.593
H: -1.88 2.85 2.64  0.258
C: 2.05 -4.37 0.63  -1.142
C: 0.53 -4.09 0.66  1.239
S: -3.59 0.50 -2.30  -0.319
C: -1.47 3.82 -1.52  0.434
C: -0.13 -3.69 -4.41  -1.066
H: 0.21 2.10 -3.00  -0.227
H: -5.02 2.24 0.50  0.352
C: -3.71 -0.99 -1.53  0.305
N: 0.23 1.31 -2.39  1.163
H: -5.81 6.52 -1.82  0.393
C: 0.61 -4.77 3.13  0.188
H: -2.28 -2.67 0.95  0.760
C: 1.12 -5.86 -4.21  -1.828
F: 0.13 7.47 4.50  -0.259
C: -1.85 5.81 1.02  0.066
H: -1.60 3.87 -4.91  0.384
C: 2.11 -5.05 3.03  -1.526
H: 1.11 -5.18 -1.68  0.544
Sc: 0.13 -0.79 0.37  1.333
P: -2.43 3.20 -0.09  0.810
F: -1.90 8.18 4.44  -0.285
O: -0.79 -0.78 2.46  -0.583
C: 0.59 -4.42 -2.24  -0.480
C: -1.36 0.55 4.58  -0.716
C: -0.70 -2.55 -3.82  0.646
C: -1.57 4.76 3.57  -0.753
N: 0.12 -3.00 -0.23  0.774
C: -5.63 5.59 -1.30  -1.140
C: -6.71 4.87 -0.80  0.389
S: 2.38 -0.78 1.60  -0.764
H: -1.37 0.52 5.67  0.544
C: 0.05 -3.28 -1.59  0.696
H: 0.28 4.31 -0.37  0.556
C: 2.43 -5.49 1.60  0.018
H: -1.44 4.35 4.57  0.432
H: -4.02 -4.39 0.38  0.470
H: 1.36 -0.04 4.21  -0.197
C: -6.49 3.67 -0.13  -0.870
H: -5.33 -1.69 -2.70  0.471
F: -8.38 6.35 -0.01  -0.267
C: 2.11 0.52 -3.66  -0.758
C: -3.00 -2.54 0.16  -0.504
C: 0.50 -4.62 -3.61  0.157
H: -2.36 0.73 4.19  0.367
H: 1.86 -7.07 0.23  0.520
H: -1.48 7.72 1.92  0.388

As for the total charge: -2. As for the HOMO energy: -2.2 eV. The value obtained for the LUMO energy is 3.54 eV. The total energy is -8970.3196 Ha. The energy relative to the best compared isomer or geometry (same formula, charge and spin) comes out at 2.0 kJ/mol. The frontier orbital gap comes out at 0.210 hartree.



# 2
ORCA calculation (ωB97M-V/def2-TZVPD) on C20H44As3BN11NaO2 as an isolated structure at a distorted geometry.

Each line ends with the Mulliken charge.
CARTESIAN COORDINATES (ANGSTROEM)
C: -1.10 -4.37 -3.68  -0.936
H: -1.39 4.29 1.14  0.122
H: 2.84 0.71 3.69  0.478
H: -1.80 -5.22 -3.76  0.340
H: 0.49 2.42 -1.28  0.251
C: 0.14 1.64 2.79  -2.329
H: 5.78 -1.95 -0.58  0.335
O: -0.36 -2.09 -0.97  0.400
N: 5.76 0.55 -0.48  -0.580
H: -4.73 3.14 1.22  0.299
H: -2.79 -3.01 -3.69  0.288
C: 0.09 -4.80 -2.80  -0.276
C: -0.96 -3.15 -0.94  -0.719
H: -3.44 4.29 0.82  0.283
H: -1.21 -4.78 0.44  0.397
H: 2.16 -0.69 2.81  0.222
H: -2.26 1.86 3.94  0.492
N: 2.34 -3.28 1.13  -0.591
H: -2.08 5.74 4.32  0.331
C: 2.68 3.06 2.16  -1.539
N: 4.37 -3.65 0.57  -0.622
C: -0.57 3.74 1.59  -1.634
H: -4.96 4.86 1.52  0.398
B: -0.18 -0.37 -5.60  0.218
H: -1.35 3.33 4.21  0.599
H: -2.40 0.83 1.81  0.469
O: -0.08 -1.93 2.26  -0.737
H: -0.73 -4.15 -4.68  0.446
N: 4.82 -1.64 -0.63  -0.143
H: 0.50 2.09 3.73  0.641
H: 0.73 -3.92 -2.62  0.112
H: 0.68 -2.50 2.05  0.491
N: 3.94 1.70 -0.51  -0.362
H: 2.52 3.24 3.23  0.417
H: 0.62 -0.80 -6.41  -0.189
H: -0.18 0.63 3.03  0.350
C: -1.95 2.80 3.46  -2.174
N: 5.23 1.78 -0.45  -0.750
As: -3.60 3.90 3.40  0.296
H: -0.59 1.65 -2.44  0.497
N: 0.80 -0.57 -3.05  -0.715
As: -0.93 0.61 -0.19  0.886
N: 3.31 -4.13 1.21  -0.876
C: -4.23 4.06 1.53  -1.110
C: -1.87 1.61 1.26  -1.583
C: -2.63 0.11 -1.07  -1.480
H: 0.45 -4.21 0.22  -0.070
H: 0.69 -5.51 -3.37  0.443
C: 2.69 0.26 2.70  -1.253
H: -0.42 0.81 -5.80  -0.191
C: 4.70 -0.26 -0.56  0.233
H: -1.16 -6.07 -1.57  0.344
H: 0.15 3.51 0.81  0.087
H: 3.66 0.05 2.26  0.343
N: 2.71 -2.19 0.43  0.661
C: -0.49 -4.42 -0.30  -0.273
C: -0.27 -5.44 -1.44  -0.877
H: -0.08 4.39 2.33  0.457
C: 3.98 -2.46 0.11  0.233
As: 1.70 1.46 1.53  1.508
Na: 1.58 -0.66 -0.86  1.030
H: -3.26 0.99 -1.23  0.482
H: -2.57 -4.19 -1.53  0.420
H: -1.23 2.89 -1.34  0.367
H: -2.20 5.91 2.56  0.305
H: -2.38 -0.33 -2.04  0.232
H: -1.25 -2.25 -3.28  -0.452
H: -3.17 -0.63 -0.49  0.384
N: 3.55 0.41 -0.58  0.333
H: 2.40 3.95 1.59  0.327
C: -0.53 2.06 -1.43  -1.317
H: -1.21 -1.02 -5.63  -0.183
H: 0.54 -6.10 -1.14  0.489
C: -1.85 -3.14 -3.15  0.195
C: -2.76 5.69 3.47  -1.157
H: -2.63 2.24 0.79  0.173
H: 3.73 2.87 1.97  0.455
N: -2.12 -3.30 -1.72  -0.055
C: -1.06 2.45 2.25  3.363
C: 0.41 -0.49 -4.14  -0.074
H: -0.19 -1.37 1.47  -0.061
H: -3.52 6.46 3.60  0.387

As for the total charge: -2. As for the HOMO energy: -2.5 eV. The value obtained for the LUMO energy is 3.95 eV. The total energy is -8435.8307 Ha. The frontier orbital gap comes out at 0.238 hartree.



# 3
ORCA calculation (ωB97M-V/def2-TZVPD) on one molecule with the formula CH4NO4P at a distorted geometry.

Each line ends with the natural charge from an NBO analysis.
CARTESIAN COORDINATES (ANGSTROEM)
H: -1.88 0.61 0.79  0.480
N: 1.30 -0.10 1.87  0.360
O: 0.68 -0.90 0.91  -0.651
H: -0.89 0.90 -1.81  0.220
O: -1.87 0.95 -0.14  -0.700
H: 1.49 0.86 -0.08  -0.112
O: 1.36 -0.95 -1.67  -1.043
C: -1.01 0.27 -1.00  -0.388
P: 0.74 -0.19 -0.56  1.865
H: -1.36 -0.79 -1.23  0.201
O: 1.44 -0.65 2.92  -0.232

The SMILES is O=NO[P@@H](=O)CO. As for the total charge: 0. As for the HOMO energy: -10.6 eV. The value obtained for the LUMO energy is -0.86 eV. The total energy is -737.4893 Ha. The energy relative to the best compared isomer or geometry (same formula, charge and spin) comes out at 502.4 kJ/mol. The frontier orbital gap comes out at 0.360 hartree.



# 4
ORCA calculation (ωB97M-V/def2-TZVPD) on a 3-piece molecular cluster, C2H10O2S overall at a distorted geometry.

Each line ends with the natural charge from an NBO analysis.
CARTESIAN COORDINATES (ANGSTROEM)
H: -2.54 -3.57 -0.42  0.472
H: 1.42 2.50 -0.61  0.217
H: -1.39 1.29 1.73  0.223
H: 2.49 -1.92 -1.47  0.466
H: 1.02 1.14 -1.74  0.231
O: 1.64 -2.37 -1.26  -0.940
S: 0.45 0.51 0.38  0.137
C: -0.33 1.51 1.68  -0.750
C: 0.68 1.77 -0.91  -0.725
H: 0.04 1.23 2.67  0.229
H: -0.12 2.56 1.56  0.224
O: -2.56 -2.81 0.16  -0.951
H: 1.33 -1.83 -0.50  0.473
H: -1.85 -2.19 -0.10  0.477
H: -0.29 2.18 -1.17  0.219

The SMILES is CSC.O.O. As for the total charge: 0. As for the HOMO energy: -9.0 eV. The value obtained for the LUMO energy is 0.69 eV. The total energy is -630.8426 Ha. The energy relative to the best compared isomer or geometry (same formula, charge and spin) comes out at 38.0 kJ/mol. The frontier orbital gap comes out at 0.354 hartree.



# 5
ORCA calculation (ωB97M-V/def2-TZVPD) on one molecule with the formula C8H7N3O at a distorted geometry.

Each line ends with the natural charge from an NBO analysis.
CARTESIAN COORDINATES (ANGSTROEM)
H: -0.39 3.14 -0.05  0.209
O: 2.05 -1.75 -0.15  -0.612
C: -2.53 0.86 0.06  -0.183
C: -0.17 2.07 -0.05  0.020
C: -1.15 1.00 -0.14  -0.145
H: -4.24 -0.38 0.25  0.223
N: 1.10 1.69 -0.06  -0.242
N: 0.99 0.29 -0.01  -0.276
C: -3.13 -0.36 0.09  -0.220
C: -2.30 -1.55 0.01  -0.192
C: -0.35 -0.14 -0.09  0.161
H: 3.42 1.14 -0.08  0.430
H: -3.14 1.65 0.22  0.209
C: -0.94 -1.43 -0.07  -0.229
H: -0.18 -2.24 0.14  0.260
H: -2.72 -2.58 0.16  0.226
H: 4.06 -0.53 -0.33  0.404
N: 3.26 0.09 0.31  -0.822
C: 2.14 -0.56 0.06  0.782

The SMILES is NC(=O)n1ncc2ccccc21. As for the total charge: 0. As for the HOMO energy: -8.9 eV. The value obtained for the LUMO energy is 0.39 eV. The total energy is -548.5303 Ha. The energy relative to the best compared isomer or geometry (same formula, charge and spin) comes out at 177.6 kJ/mol. The frontier orbital gap comes out at 0.342 hartree.